[1]
ORCA calculation (ωB97M-V/def2-TZVPD) on 13 unconnected molecules or ions with the total composition C31H71Cl12O24P3 at a distorted geometry.

Structure (XYZ):
```
141
Properties=species:S:1:pos:R:3:forces:R:3:lowdin_charge:R:1
C 17.674342 11.537748 11.826312 1.2 -0.3 -0.2 -0.96
Cl 18.543630 10.743568 13.169242 -0.1 0.2 -0.1 0.54
Cl 18.797960 12.174824 10.596003 -0.1 0.1 0.3 0.49
H 17.156305 10.735397 11.336959 -0.7 0.1 0.0 0.01
H 17.106839 12.367450 12.213638 -0.3 -0.1 0.0 0.02
C 18.947461 18.232887 16.815220 -0.3 -0.2 -0.6 -0.98
Cl 18.349027 17.343618 15.386968 -0.1 0.3 0.2 0.60
Cl 18.010525 19.700361 17.126529 -0.1 -0.1 0.1 0.53
H 18.877482 17.547006 17.647968 0.1 0.2 0.2 0.01
H 19.951349 18.529642 16.575831 0.4 0.0 0.0 -0.01
C 12.422224 13.180072 16.857548 -0.4 0.0 -0.3 -1.03
Cl 12.751902 14.527792 15.777394 0.0 0.3 -0.3 0.55
Cl 10.731663 12.616358 16.727315 0.2 0.1 0.1 0.49
H 13.049633 12.369961 16.521617 0.1 -0.1 0.3 -0.01
H 12.603692 13.522753 17.862930 0.1 -0.3 0.3 0.01
C 16.184794 9.714480 22.024750 0.8 -0.2 -0.4 -0.98
Cl 14.645935 9.089596 21.521502 -0.6 -0.1 -0.2 0.56
Cl 17.400755 9.572040 20.710234 -0.1 -0.1 0.2 0.55
H 16.142658 10.763714 22.241076 -0.2 0.4 0.3 -0.01
H 16.536681 9.123658 22.855451 0.1 0.0 0.2 0.03
C 18.988615 16.211634 10.485850 0.7 -0.7 0.2 -0.99
Cl 20.302722 15.279621 9.700934 0.0 0.3 -0.2 0.47
Cl 19.222463 16.185745 12.226232 0.0 0.1 0.3 0.56
H 19.023938 17.240005 10.158953 -0.2 0.0 -0.2 0.03
H 18.094226 15.655601 10.272511 -0.4 0.3 -0.1 -0.01
C 12.859757 8.889962 16.837918 -0.1 -0.5 0.6 -0.99
Cl 13.640333 7.320219 17.120339 0.1 0.1 -0.1 0.51
Cl 12.338950 9.615099 18.365541 -0.1 0.1 0.0 0.53
H 13.571164 9.561276 16.393911 0.2 0.1 -0.3 0.01
H 11.985996 8.689195 16.239447 -0.1 0.2 -0.2 0.02
C 14.773787 14.427089 9.354591 0.9 0.8 -0.2 -0.05
C 15.133747 15.927914 9.561899 -0.5 -0.7 0.4 -0.19
O 15.810433 16.231298 10.796070 0.6 -0.4 0.4 -0.01
C 15.083118 16.310744 11.906701 -3.7 0.1 -1.2 -0.61
O 13.851001 16.147501 11.907988 2.2 0.0 0.2 0.07
O 15.809060 16.701555 12.904088 0.4 0.2 1.3 0.00
C 15.117450 16.877469 14.195021 1.1 -0.5 -0.7 -0.01
H 14.334818 14.371128 8.352780 0.3 -0.2 0.0 0.08
H 14.009198 14.076889 10.036370 0.0 0.2 0.3 0.07
H 15.666585 13.773044 9.439503 -0.5 0.4 -0.2 0.07
H 14.206712 16.500215 9.531574 0.1 0.1 -0.1 0.12
H 15.869452 16.321187 8.866148 -0.3 -0.3 -0.5 0.12
H 15.314048 17.886350 14.512568 -0.2 0.4 -0.1 0.08
H 15.662923 16.222246 14.870362 -0.4 -0.2 0.1 0.06
H 14.073665 16.632671 14.070806 -0.1 0.0 0.1 0.06
C 9.318210 10.657305 22.447511 -0.1 -0.9 0.6 -0.07
C 10.162271 11.344855 21.437398 0.3 0.8 0.2 -0.19
O 11.412998 11.605605 22.133931 -1.6 -0.9 0.4 0.05
C 12.316135 12.219549 21.467981 1.5 2.5 -2.9 -0.62
O 12.240297 12.672519 20.297973 0.1 -1.4 2.7 0.04
O 13.366674 12.390775 22.279108 0.6 0.4 -0.7 -0.01
C 14.457881 13.153922 21.678290 -0.4 -0.8 0.5 -0.01
H 9.243636 11.253831 23.361804 -0.2 0.0 -0.3 0.09
H 9.756204 9.700678 22.744151 0.1 0.0 -0.1 0.08
H 8.336762 10.432186 22.045375 -0.2 0.2 0.0 0.08
H 9.694212 12.309946 21.175129 0.5 -0.4 -0.2 0.14
H 10.418372 10.767577 20.552590 -0.3 0.0 -0.1 0.11
H 15.301915 13.047624 22.346273 0.0 0.1 0.3 0.07
H 14.149638 14.185275 21.578919 0.1 0.2 -0.2 0.09
H 14.728772 12.696986 20.735020 -0.1 0.2 -0.3 0.07
C 19.338830 13.927806 14.901436 0.0 -0.1 0.6 -0.08
C 17.950617 13.947328 15.471069 -0.2 1.2 0.0 -0.26
O 17.610626 12.680113 15.951125 -0.3 -1.4 0.0 0.02
C 16.540857 12.528800 16.711403 -1.3 3.3 0.8 -0.59
O 15.711508 13.420947 17.014978 2.0 -1.9 -1.0 0.05
O 16.552960 11.321839 17.184883 -0.7 -1.3 0.9 0.02
C 15.533129 11.090895 18.216154 0.6 -0.1 -0.9 -0.03
H 19.407516 13.260385 14.034088 0.2 0.6 0.0 0.05
H 20.081438 13.632956 15.644730 -0.1 -0.3 0.1 0.07
H 19.527846 14.987672 14.773514 0.5 0.0 -0.9 0.00
H 17.227028 14.300301 14.719011 0.1 -0.2 0.2 0.13
H 17.897251 14.645764 16.306887 0.0 0.1 0.0 0.09
H 14.604392 11.508992 17.863181 -0.4 -0.1 0.1 0.05
H 15.844359 11.618602 19.104484 0.1 0.0 0.3 0.07
H 15.516310 10.012957 18.347618 -0.1 0.1 0.1 0.07
C 14.907374 16.357824 19.311111 0.0 -0.8 -0.4 -0.05
C 14.351271 17.710827 19.130096 0.5 1.4 0.4 -0.19
O 14.363655 18.225417 20.488447 0.0 0.0 -0.8 0.03
C 14.061217 19.501882 20.574502 -0.9 0.8 -0.5 -0.61
O 13.644534 20.255027 19.696997 0.9 -1.3 1.2 0.10
O 14.236194 19.802046 21.859466 -0.3 1.7 0.3 0.01
C 13.984504 21.199932 22.115510 -0.1 0.2 0.5 -0.04
H 15.054338 15.829531 18.372618 0.2 0.0 -0.2 0.08
H 14.210381 15.764068 19.882480 -0.1 -0.3 0.4 0.07
H 15.848276 16.480430 19.860817 -0.2 -0.3 -0.2 0.08
H 13.354687 17.890273 18.748547 -0.2 -0.6 -0.3 0.13
H 15.032408 18.348907 18.567105 0.0 0.0 -0.2 0.12
H 13.103046 21.558016 21.607064 -0.3 -0.2 -0.3 0.09
H 14.817228 21.814389 21.790821 0.2 -0.1 0.0 0.09
H 13.809724 21.354379 23.179329 0.3 -0.4 0.0 0.09
C 23.428510 10.843938 16.176674 -0.3 -0.7 0.3 -0.06
O 22.922529 10.054211 17.294184 0.5 1.0 -0.5 -0.21
P 21.973774 10.884154 18.254621 -0.2 -0.1 1.2 0.35
O 22.386134 12.066729 19.039042 0.4 -0.8 -0.5 -0.23
O 21.560084 9.600993 19.095719 -0.6 0.3 0.7 -0.21
C 20.902043 9.840158 20.379861 0.3 1.3 -0.5 -0.08
O 20.774927 11.362846 17.339319 -0.3 0.2 0.2 -0.23
C 20.138858 10.421417 16.476834 0.5 -0.9 0.1 -0.08
H 24.414515 11.199147 16.428743 0.4 0.0 -0.1 0.09
H 22.770308 11.682006 16.019188 -0.2 0.4 -0.3 0.07
H 23.420442 10.196871 15.298763 0.2 0.1 0.1 0.10
H 20.137005 9.107480 20.555520 0.0 -0.5 -0.1 0.04
H 20.429278 10.829408 20.351043 -0.1 -0.2 0.1 0.07
H 21.645997 9.884905 21.173920 0.0 -0.3 -0.1 0.09
H 20.194350 10.792557 15.463139 0.1 0.1 -0.2 0.05
H 19.101658 10.294260 16.749776 -0.2 0.1 0.2 0.08
H 20.675265 9.462901 16.584266 -0.5 0.2 -0.4 0.10
C 19.158837 14.928513 24.340500 0.6 -0.2 -0.7 -0.06
O 19.110994 15.085636 22.902706 0.2 0.0 0.0 -0.22
P 19.050212 13.749630 22.044241 0.2 -1.7 1.1 0.34
O 17.871186 12.911787 22.323456 0.2 0.2 -0.2 -0.24
O 19.217153 14.297654 20.608573 -0.2 0.5 -1.5 -0.22
C 18.130142 14.547721 19.691387 -0.1 0.4 0.0 -0.04
O 20.411543 12.898141 22.269180 -0.6 0.9 0.1 -0.23
C 21.711435 13.598984 22.163747 -2.0 -0.6 -0.6 -0.03
H 18.511694 14.096786 24.617085 -0.1 0.3 0.3 0.09
H 18.894318 15.888355 24.783493 -0.1 -0.3 0.0 0.09
H 20.200075 14.678885 24.553924 -0.1 0.0 0.5 0.08
H 18.325500 14.045660 18.748224 0.1 -0.3 0.1 0.08
H 18.055388 15.615509 19.465958 0.2 0.0 0.3 0.08
H 17.175743 14.234709 20.104795 0.0 -0.2 0.1 0.08
H 22.398768 12.908040 21.697163 0.2 -0.1 0.2 0.08
H 21.937191 13.913115 23.161813 0.6 0.3 0.3 0.07
H 21.503892 14.411484 21.486143 0.6 0.6 -0.1 0.07
C 21.274055 14.964616 18.164041 -0.3 -0.5 0.0 -0.06
O 21.087875 15.913162 17.104463 -1.0 0.2 0.5 -0.23
P 22.242511 16.431711 16.193358 0.6 -0.6 0.5 0.35
O 21.769291 17.369376 15.174541 0.3 0.0 0.2 -0.23
O 23.408110 16.989485 17.178564 -0.9 0.2 -0.7 -0.23
C 23.377512 18.404124 17.567435 -0.4 -1.0 -0.3 -0.05
O 22.834967 15.020133 15.729954 -0.1 1.1 0.2 -0.22
C 24.068728 15.116052 14.999918 -0.5 -0.2 0.4 -0.08
H 20.865696 13.986732 17.900600 0.0 0.1 -0.3 0.07
H 20.747976 15.289936 19.053840 0.0 0.4 0.0 0.07
H 22.315617 14.828553 18.364612 0.6 -0.1 0.3 0.08
H 22.468185 18.891336 17.229565 0.0 0.1 -0.4 0.07
H 24.260103 18.856076 17.129199 0.0 0.2 0.3 0.09
H 23.318576 18.421757 18.644786 0.5 0.1 0.3 0.08
H 24.030163 15.980311 14.345354 0.3 0.1 -0.1 0.09
H 24.083876 14.210605 14.431309 0.4 -0.4 -0.5 0.08
H 24.868981 15.153447 15.732026 0.3 0.1 -0.2 0.09
```
Forces are in eV/Å.

The value obtained for the HOMO energy is -10.44 eV. The molecular weight comes out at 1346.243 g mol⁻¹. As for the spin multiplicity: 1.

[2]
ORCA calculation (ωB97M-V/def2-TZVPD) on 5 unconnected molecules or ions with the total composition C31H71NO11P at a distorted geometry.

Structure (XYZ):
```
115
Properties=species:S:1:pos:R:3:forces:R:3:lowdin_charge:R:1
C 5.740754 0.086068 2.169767 -1.1 -1.8 1.5 -0.13
C 4.557968 -0.799114 2.330446 2.6 2.8 0.6 -0.29
P 3.577908 -1.604626 0.874924 -4.2 1.0 2.1 0.41
C 3.132733 0.130618 0.235162 0.2 2.5 -0.9 -0.32
C 4.177299 0.809956 -0.819028 -0.4 1.3 -0.7 -0.25
C 3.992788 0.295437 -2.391499 0.0 0.5 0.0 -0.21
C 5.394428 0.261227 -3.243941 -1.0 0.1 -0.7 -0.16
C 5.556390 -1.203074 -4.012481 -0.2 0.8 -0.4 -0.21
O 6.976878 -1.580696 -4.081767 -0.9 -1.2 1.0 -0.27
C 7.294987 -2.729489 -3.220050 -0.3 -1.0 0.9 -0.12
C 2.420294 -2.477995 -0.400052 -1.1 -1.3 -1.4 -0.32
C 3.040933 -3.850783 -1.044368 -1.4 -0.4 -0.7 -0.24
C 2.009742 -4.461322 -2.211341 1.0 -1.0 0.4 -0.22
C 0.568170 -4.958612 -1.606911 -0.5 -0.2 -1.2 -0.18
C -0.568643 -3.765820 -1.491839 -0.2 -0.5 1.0 -0.24
O -0.316955 -2.617326 -2.384317 -0.8 0.1 1.9 -0.26
C -0.823780 -1.353089 -1.801030 -0.2 0.2 0.0 -0.09
O 4.989047 -1.768918 -0.128932 5.5 -4.3 0.9 -0.35
C 5.921540 -2.811952 0.414678 2.0 -3.7 3.1 -0.26
N 6.629698 -3.743699 1.001347 -6.0 8.2 -5.4 0.06
H 5.768613 1.137494 1.655226 0.1 -2.8 -0.2 0.04
H 6.761358 -0.306835 2.640489 -2.3 1.7 0.1 0.05
H 4.149641 -1.000689 3.430573 1.8 -1.0 -2.1 0.07
H 3.859765 -2.916543 1.413850 0.3 0.1 0.4 0.01
H 2.398395 -1.519656 1.747888 0.1 0.1 0.0 -0.01
H 2.052468 0.208327 -0.248168 2.1 -0.3 0.9 0.07
H 3.091076 0.847196 1.189001 0.1 -1.6 -1.9 0.09
H 5.311987 0.786491 -0.491577 -2.5 -0.4 -0.6 0.08
H 3.899893 1.971831 -0.854284 0.7 -2.2 0.1 0.10
H 3.263087 1.079793 -2.913442 1.4 -1.8 1.1 0.11
H 3.509815 -0.766056 -2.483559 0.8 2.0 0.5 0.09
H 5.284484 1.073400 -4.109159 0.6 -1.6 1.9 0.11
H 6.305948 0.544321 -2.568019 -1.6 -0.9 -1.3 0.11
H 4.912922 -2.058028 -3.537585 1.2 1.7 -0.6 0.11
H 5.148987 -1.058769 -5.124498 1.0 -0.4 2.3 0.13
H 7.151276 -3.764720 -3.791280 0.4 2.2 1.0 0.10
H 8.395582 -2.691033 -2.767202 -2.3 0.2 -1.3 0.11
H 6.566196 -2.766031 -2.301908 1.4 0.2 -1.6 0.07
H 1.440893 -2.810712 0.196655 2.1 0.7 -1.1 0.08
H 2.009790 -1.733592 -1.238214 1.1 -1.8 1.5 0.06
H 3.125548 -4.677187 -0.188663 0.0 1.8 -1.8 0.12
H 4.074709 -3.732087 -1.579798 -1.8 0.0 1.2 0.08
H 1.925448 -3.726859 -3.133097 -0.1 -1.4 2.1 0.11
H 2.547365 -5.441282 -2.630278 -1.2 2.0 0.8 0.10
H 0.115662 -5.763399 -2.355544 1.0 1.6 1.5 0.10
H 0.694193 -5.543644 -0.575516 -0.2 1.6 -2.1 0.12
H -1.639958 -4.181670 -1.784959 2.1 0.6 0.7 0.12
H -0.579970 -3.448427 -0.342470 -0.1 -0.3 -2.5 0.11
H -1.387234 -0.723670 -2.616437 1.1 -1.4 1.4 0.10
H -1.582772 -1.604634 -0.947204 1.5 0.8 -1.5 0.07
H 0.069362 -0.703313 -1.413755 -1.6 -1.3 -0.5 0.08
C -3.923710 -2.292376 0.138400 0.1 0.1 0.0 -0.11
O -3.966990 -0.871658 0.214172 -0.5 -0.3 0.0 -0.23
C -5.252915 -0.350362 -0.134888 0.3 0.4 0.5 -0.18
C -6.048729 0.045280 1.113840 -0.2 -0.4 -0.4 -0.19
O -6.397844 -1.102908 1.892467 0.4 0.2 0.1 -0.20
C -5.554471 -1.259714 3.028337 -0.2 -0.2 -0.1 -0.11
H -3.000912 -2.634271 0.616202 -0.1 0.1 -0.1 0.08
H -4.772032 -2.754388 0.651289 0.0 0.1 0.0 0.09
H -3.912210 -2.604869 -0.911823 0.0 -0.1 0.0 0.09
H -5.813214 -1.066424 -0.748385 0.0 0.0 0.1 0.12
H -5.079984 0.546334 -0.739816 -0.1 0.0 0.0 0.13
H -6.986432 0.513821 0.797460 0.1 0.0 -0.1 0.11
H -5.495926 0.774829 1.717599 0.1 -0.1 -0.1 0.13
H -5.813296 -0.514097 3.785513 0.1 0.0 0.1 0.09
H -4.495959 -1.173258 2.767675 -0.1 0.1 0.0 0.08
H -5.724709 -2.256022 3.446859 -0.1 0.1 -0.1 0.09
C -0.622549 3.945455 2.559289 -0.2 0.0 -0.1 -0.11
O -1.366340 3.815558 1.352659 0.4 -0.1 0.1 -0.20
C -0.566367 3.319886 0.274908 -0.5 -0.3 -0.1 -0.19
C -0.831923 1.831014 0.026085 0.6 0.1 0.3 -0.20
O -0.377005 1.032163 1.122152 -0.5 0.4 -0.1 -0.20
C -1.445152 0.621051 1.968387 0.3 -0.2 0.0 -0.10
H -1.325479 4.117070 3.379766 0.0 0.0 -0.2 0.09
H -0.043661 3.044357 2.780806 0.0 0.0 -0.1 0.09
H 0.049666 4.807757 2.486392 0.1 0.0 0.1 0.08
H 0.498910 3.504301 0.459936 -0.1 -0.1 0.0 0.12
H -0.853562 3.882211 -0.620198 0.0 0.0 0.0 0.12
H -0.263902 1.516693 -0.855656 0.0 0.1 0.0 0.11
H -1.894153 1.649596 -0.176682 0.0 0.1 0.1 0.12
H -2.024618 -0.164740 1.475433 -0.1 0.1 0.1 0.06
H -2.100564 1.454791 2.235181 0.0 0.0 -0.1 0.08
H -1.016208 0.213506 2.888543 0.1 0.1 -0.2 0.09
C -10.573198 -0.863001 -3.612685 -0.2 -0.1 0.1 -0.11
O -10.833707 -1.728094 -2.512774 0.4 0.2 -0.1 -0.20
C -9.632759 -2.268837 -1.953743 -0.4 0.1 0.5 -0.19
C -9.245785 -1.541237 -0.661449 0.4 0.0 -0.5 -0.19
O -8.865627 -0.186949 -0.921946 -0.5 -0.1 0.0 -0.21
C -9.901813 0.734389 -0.600196 0.2 0.1 -0.1 -0.11
H -11.494473 -0.323685 -3.851715 0.1 -0.2 0.1 0.09
H -9.793166 -0.132169 -3.381182 0.0 -0.1 0.0 0.08
H -10.276707 -1.455898 -4.485221 0.1 0.1 0.0 0.09
H -8.813304 -2.240188 -2.682256 -0.1 0.1 0.1 0.13
H -9.835490 -3.319217 -1.718141 0.0 0.0 0.0 0.12
H -8.373297 -2.039944 -0.226743 0.0 0.0 0.0 0.12
H -10.058531 -1.585676 0.073281 0.0 0.0 -0.2 0.13
H -9.981173 0.835488 0.485959 -0.1 0.0 0.0 0.09
H -10.865625 0.428779 -1.016771 0.0 -0.1 0.0 0.08
H -9.638250 1.708234 -1.023198 0.1 -0.2 0.1 0.09
C 5.984466 5.503258 4.808263 -0.1 0.1 0.0 -0.11
O 5.597576 6.495056 3.863431 0.2 -0.4 -0.1 -0.20
C 6.132577 6.239440 2.561267 -0.6 0.2 0.0 -0.20
C 5.070900 5.638353 1.633523 0.5 -0.5 0.2 -0.19
O 4.692275 4.326123 2.059168 -0.2 0.6 0.2 -0.20
C 3.446859 4.322213 2.748362 0.1 -0.3 0.0 -0.11
H 5.379602 5.633273 5.710471 0.1 0.1 -0.2 0.09
H 5.824612 4.491101 4.425974 0.0 0.1 0.0 0.09
H 7.039977 5.636620 5.070679 0.0 -0.1 0.0 0.08
H 7.016030 5.592066 2.620214 -0.2 0.0 0.0 0.12
H 6.450663 7.204507 2.152153 0.0 0.0 0.0 0.12
H 5.498790 5.537821 0.630669 0.0 0.0 0.0 0.12
H 4.195399 6.294518 1.560705 0.1 0.0 0.1 0.12
H 2.629918 4.460620 2.034426 -0.1 0.1 0.0 0.07
H 3.402690 5.096851 3.518981 0.0 0.1 -0.1 0.08
H 3.326104 3.348791 3.232759 0.1 0.1 -0.2 0.09
```
Forces are in eV/Å.

The value obtained for the energy relative to the best compared isomer or geometry (same formula, charge and spin) is 7.047 eV. The value obtained for the HOMO energy is -3.62 eV. The molecular weight comes out at 664.879 g mol⁻¹. Its charge is -1. As for the spin multiplicity: 1.